The following is a quantum chemistry calculation of one molecule with the formula CH3N2OP at a distorted geometry, from the Open Molecules 2025 dataset.

Each line ends with the Löwdin charge.
CARTESIAN COORDINATES (ANGSTROEM)
1 O 0.461 -1.524 1.953  -0.506
2 P -0.819 -0.918 1.620  0.744
3 N -0.568 -0.159 0.162  -0.396
4 C 0.467 0.124 -0.758  -0.188
5 N -0.816 0.725 -0.915  0.034
6 H 0.713 -0.713 -1.267  0.078
7 H 1.204 0.849 -0.349  0.133
8 H -0.642 1.616 -0.445  0.100

Computed properties:
energy = -15399.806 eV
SMILES string = O=PN1CN1
ΔE to the lowest compared entry with this formula, charge and spin = 2.443 eV
highest occupied orbital energy = -0.364 Eh
E_LUMO = 0.269 eV
frontier orbital gap = 10.181 eV

=====

The following is a quantum chemistry calculation of a 2-piece molecular cluster, CH3N2OS overall at a distorted geometry, from the Open Molecules 2025 dataset.

Each line ends with the Löwdin charge.
CARTESIAN COORDINATES (ANGSTROEM)
1 C 0.636 -0.219 0.061  -0.183
2 N -0.330 -1.109 0.072  -0.183
3 N 0.224 1.015 0.062  -0.050
4 O -1.138 1.179 0.055  -0.399
5 S -1.909 -0.359 -0.116  1.090
6 H 1.686 -0.466 0.090  0.171
7 H -0.205 -2.102 0.222  0.144
8 H 1.035 2.063 -0.446  0.410

Computed properties:
energy = -16936.350 eV
ΔE to the lowest compared entry with this formula, charge and spin = 2.287 eV
net charge = +1
highest occupied orbital energy = -0.498 Eh
E_LUMO = -5.714 eV
frontier orbital gap = 7.838 eV